[1]
Density functional theory data (ωB97M-V/def2-TZVPD) for a gas-phase ion, C3H2NOS2 (charge -1) at a distorted geometry.

Cartesian coordinates (Å):
C (1.04724, 0.48435, -0.04532)
C (0.94632, -0.98537, -0.06358)
C (0.03590, 1.29791, -0.07617)
N (-1.52267, -0.35319, -0.01020)
O (-0.54565, 2.35703, -0.11900)
S (-3.16179, -0.26742, -0.01646)
S (-0.57990, -1.71339, -0.14126)
H (1.95881, 0.80974, 0.16334)
H (1.82174, -1.62966, 0.30865)

Properties
Net charge   -1
Multiplicity   1
LUMO level (alpha / beta)   0.1319 / 0.1320 Eh
Gap between HOMO and LUMO (alpha / beta)   0.2253 / 0.2133 hartree
Relative energy (zero: lowest compared OMol25 entry of this formula, charge and spin)   104.0 kcal per mole
Highest occupied orbital energy (alpha / beta)   -2.541 / -2.212 eV

[2]
Density functional theory data (ωB97M-V/def2-TZVPD) for a molecular structure, C33H57N3O5PbSi at a distorted geometry.

Cartesian coordinates (Å):
O (-2.35068, -0.39769, 0.04277)
O (-3.48974, 3.91208, -1.40946)
C (-3.29445, -0.74400, -1.09483)
C (-4.13767, -1.88644, -0.63468)
H (-2.76927, -1.01592, -2.01577)
H (-3.82754, 0.17105, -1.32971)
H (-3.55754, -2.71041, -0.25377)
H (-4.77781, -2.23755, -1.43292)
H (-4.77567, -1.50633, 0.18726)
C (-3.10721, 0.59658, 0.96213)
C (-4.45406, 1.06410, 0.52019)
H (-2.37630, 1.39620, 1.07525)
H (-3.13366, 0.01786, 1.86449)
H (-4.43914, 1.80201, -0.27679)
H (-4.87877, 1.54703, 1.40502)
H (-5.11923, 0.24439, 0.25242)
C (-2.43526, 4.35031, -0.48587)
C (-3.00688, 3.58070, -2.75747)
C (-3.25616, 5.02637, 0.59738)
H (-1.74482, 5.07498, -0.98751)
H (-1.84673, 3.47210, -0.12368)
H (-4.01979, 5.66202, 0.13404)
H (-2.68903, 5.64381, 1.29536)
H (-3.76866, 4.23826, 1.15802)
C (-4.01621, 4.37122, -3.57708)
H (-3.06348, 2.48033, -2.92718)
H (-1.94243, 3.89542, -2.92288)
H (-5.01015, 4.00399, -3.30947)
H (-3.91111, 4.35123, -4.66025)
H (-3.95133, 5.41066, -3.24669)
H (-0.74629, 0.11049, -1.06017)
N (1.45904, -2.80226, 0.44558)
C (2.71391, -2.80778, 0.03767)
C (3.52161, -1.65310, 0.04140)
C (3.39079, -0.42410, 0.72084)
C (3.27125, -4.07677, -0.56602)
H (2.73261, -4.33290, -1.50002)
H (3.14533, -4.90120, 0.15724)
H (4.33622, -3.93055, -0.77470)
C (4.52103, 0.58641, 0.54552)
H (5.14212, 0.58864, 1.45846)
H (4.14492, 1.61257, 0.36279)
H (5.15239, 0.27230, -0.29566)
N (2.32844, -0.12083, 1.45483)
C (0.60722, -3.93028, 0.22089)
C (-0.23693, -3.96531, -0.92404)
C (-0.12189, -2.94826, -2.01896)
C (-1.19396, -4.97340, -1.03259)
H (-1.84779, -5.00427, -1.90907)
C (-1.34390, -5.93418, -0.03003)
H (-2.08718, -6.72288, -0.11418)
C (-0.52337, -5.89922, 1.10754)
H (-0.61831, -6.62653, 1.91048)
C (0.45245, -4.90636, 1.23569)
C (1.31592, -4.84299, 2.45217)
C (2.46178, 0.83974, 2.47631)
C (1.96293, 2.14994, 2.26893)
C (1.43346, 2.57191, 0.93415)
C (1.96988, 3.08554, 3.31690)
H (1.52168, 4.07298, 3.16912)
C (2.53969, 2.73867, 4.54400)
H (2.52385, 3.45995, 5.38525)
C (3.11296, 1.48848, 4.72864)
H (3.59376, 1.20841, 5.67403)
C (3.12135, 0.53903, 3.69641)
C (3.74954, -0.79679, 3.87136)
Pb (-0.23448, -1.32340, 1.56218)
H (-1.10414, -2.51194, -2.24871)
H (0.24776, -3.39773, -2.95390)
H (0.55138, -2.12736, -1.76273)
H (2.37667, -4.69594, 2.19666)
H (1.22361, -5.77725, 3.01598)
H (1.01636, -4.02547, 3.12599)
H (0.59475, 3.27535, 1.04271)
H (1.08353, 1.70059, 0.37648)
H (2.19014, 3.07713, 0.31069)
H (3.03855, -1.59880, 3.64786)
H (4.07543, -0.90670, 4.90675)
H (4.62999, -0.91553, 3.23218)
H (4.46349, -1.76578, -0.45390)
C (-0.91758, 0.86470, -1.91303)
Si (0.78639, 1.08249, -2.92683)
H (-1.54642, 0.57150, -2.69872)
H (-1.31715, 1.87817, -1.70963)
C (0.10317, 0.83762, -4.67472)
C (2.36606, 0.01030, -2.82972)
C (1.47107, 2.84752, -2.75560)
H (0.68242, 3.50996, -2.37664)
H (1.80043, 3.24660, -3.73161)
H (2.32850, 2.92562, -2.06998)
H (-0.28988, -0.17919, -4.80671)
H (0.80169, 1.01631, -5.49957)
H (-0.74263, 1.51929, -4.81765)
H (2.20164, -1.04782, -2.58016)
H (3.10613, 0.40244, -2.11612)
H (2.85650, 0.02280, -3.81900)
O (0.06256, -0.91634, 5.58570)
N (-0.07786, -1.00971, 4.36433)
O (0.40635, -2.05582, 3.70117)
O (-0.59019, -0.07303, 3.63715)

Properties
Multiplicity   1
LUMO level   -0.0131 Eh
Gap between HOMO and LUMO   0.2538 hartree
Relative energy (zero: lowest compared OMol25 entry of this formula, charge and spin)   0.0 kcal per mole
Highest occupied orbital energy   -7.265 eV